No. 1
The following is a DFT calculation (wB97M-V/def2-TZVPD) of a structure of composition C19H27N5O2 in a non-equilibrium geometry.

Output
- HOMO level (eV) = -7.81
- M (g/mol) = 357.46
- total energy (Ha) = -1163.728568
- energy above the lowest of the compared OMol25 structures with the same formula, charge and spin (kcal/mol) = 502.48

Each line ends with the Löwdin charge.
Positions of all 53 atoms, in Å:
C  8.02  2.78  0.55  -0.133
C  6.94  1.98  -0.11  -0.347
C  7.08  0.59  0.17  -0.203
C  5.80  -0.30  -0.42  -0.188
O  5.85  -1.07  -1.58  -0.106
N  4.56  -0.23  0.41  0.097
C  3.24  -0.77  0.31  -0.209
C  2.33  -0.30  0.96  -0.049
C  1.02  -0.79  0.79  -0.155
N  -0.03  -0.70  1.62  0.147
C  -1.05  -1.13  1.03  -0.210
N  -0.66  -1.84  -0.24  -0.036
C  0.80  -1.81  -0.36  -0.120
C  1.78  -1.86  -1.14  -0.151
C  3.02  -1.46  -1.09  0.092
H  3.74  -1.71  -1.54  -0.028
H  1.58  -2.73  -1.98  0.177
C  -1.35  -2.79  -0.97  -0.067
H  -2.26  -2.38  -1.01  0.025
H  -1.20  -3.76  -0.72  0.055
H  -1.03  -2.55  -2.16  0.167
C  -2.52  -1.35  1.64  -0.052
N  -3.35  -0.85  0.54  -0.255
C  -3.24  0.50  0.40  -0.104
C  -4.08  1.04  -1.18  0.129
N  -5.37  0.59  -0.62  -0.036
C  -6.45  1.26  -0.38  -0.585
O  -7.52  1.23  -0.04  0.137
C  -6.24  2.87  -0.54  0.018
H  -7.04  3.43  -0.40  0.002
H  -5.84  3.17  -1.73  0.145
H  -5.42  3.25  -0.11  -0.004
C  -5.61  -0.80  -0.29  -0.137
C  -4.74  -1.37  0.82  -0.073
H  -4.86  -2.38  1.03  0.092
H  -4.97  -0.50  1.80  0.197
H  -6.66  -0.98  -0.21  0.135
H  -5.40  -1.41  -0.93  0.034
H  -3.97  1.97  -1.13  0.031
H  -3.91  0.43  -1.73  -0.019
H  -2.05  0.57  0.13  0.153
H  -3.56  1.12  1.36  0.155
H  -2.72  -2.55  1.71  0.181
H  -2.53  -1.04  2.46  -0.009
H  2.47  0.35  1.87  0.157
H  4.85  0.35  1.19  0.101
H  7.91  0.00  -0.22  0.110
H  7.11  0.18  1.31  0.165
H  6.76  2.23  -1.29  0.168
H  5.73  2.44  0.38  0.194
H  8.93  2.48  -0.02  0.092
H  8.05  2.70  1.49  -0.010
H  8.05  3.90  0.14  0.128

=====

No. 2
The following is a DFT calculation (wB97M-V/def2-TZVPD) of an isolated molecule of C3H7N3S in a non-equilibrium geometry.

Output
- HOMO level (eV) = -8.50
- M (g/mol) = 117.18
- total energy (Ha) = -680.914200
- SMILES string = [H]/N=C/NC/C=N\S
- energy above the lowest of the compared OMol25 structures with the same formula, charge and spin (kcal/mol) = 42.69

Each line ends with the Löwdin charge.
Positions of all 14 atoms, in Å:
C  -1.63  1.02  0.05  -0.298
C  -0.19  1.06  0.42  -0.201
C  1.49  -0.66  -0.39  -0.332
H  -0.55  -1.49  0.24  -0.192
H  -2.10  2.00  -0.04  0.098
H  0.12  2.12  0.64  0.123
H  -0.13  0.55  1.43  0.141
H  1.08  1.09  -1.28  0.125
H  2.33  -0.75  -1.15  0.143
H  1.87  -2.31  0.48  0.054
N  -2.40  0.02  -0.21  -0.374
N  0.76  0.48  -0.54  -0.009
N  1.22  -1.53  0.50  0.023
S  -1.86  -1.61  -0.15  0.700

=====

No. 3
The following is a DFT calculation (wB97M-V/def2-TZVPD) of a cluster of 4 separate species, C20H45BN5O9PS in total in a non-equilibrium geometry.

Output
- HOMO level (eV) = -8.24
- M (g/mol) = 573.46
- total energy (Ha) = -2504.403330
- SMILES string = CCOB(O)[C@@]1(C[C@@H](O)CN)[C@H](CCSc2nnco2)NC(=O)[C@@]1(CC(C)C)P(N)O.CO.CO.CO

Each line ends with the Löwdin charge.
Positions of all 82 atoms, in Å:
C  3.87  0.05  1.36  -0.059
C  2.83  0.48  0.32  -0.223
O  1.53  0.42  0.90  0.047
B  0.56  1.23  0.33  -0.663
O  0.74  2.60  0.42  0.162
C  -0.71  0.64  -0.40  -0.211
C  -0.26  0.80  -1.89  -0.029
C  -0.73  -0.24  -2.92  -0.362
O  -2.00  0.05  -3.48  -0.021
C  0.28  -0.27  -4.10  -0.223
N  1.62  -0.77  -3.76  0.019
C  -1.04  -0.80  0.06  -0.305
C  -0.04  -1.93  -0.26  -0.179
C  -0.73  -3.30  -0.23  -0.424
S  -1.59  -3.54  1.35  1.046
C  -2.84  -4.66  0.89  -0.717
N  -3.61  -5.31  1.65  0.048
N  -4.41  -6.07  0.81  0.055
C  -4.07  -5.82  -0.37  -0.181
O  -3.06  -4.89  -0.41  0.015
N  -2.40  -0.98  -0.42  0.116
C  -3.03  0.28  -0.62  -0.425
O  -4.13  0.36  -1.11  0.095
C  -2.06  1.34  -0.03  -0.332
C  -2.13  2.84  -0.42  -0.157
C  -3.34  3.37  -1.21  -0.386
C  -3.42  2.89  -2.67  -0.059
C  -4.69  3.24  -0.48  -0.070
P  -2.58  1.38  1.79  0.948
N  -1.16  1.85  2.65  -0.129
O  -2.77  -0.17  2.30  -0.288
H  4.76  0.67  1.34  0.076
H  4.12  -0.98  1.25  0.053
H  3.38  0.16  2.33  0.083
H  2.92  -0.21  -0.52  0.112
H  3.04  1.49  -0.03  0.117
H  1.24  2.73  1.23  0.115
H  0.83  0.72  -1.89  0.108
H  -0.49  1.79  -2.28  0.123
H  -0.78  -1.26  -2.56  0.122
H  -1.88  0.58  -4.27  0.089
H  0.30  0.72  -4.55  0.123
H  -0.16  -0.95  -4.82  0.112
H  2.27  0.00  -3.79  0.066
H  1.64  -1.19  -2.84  0.042
H  -0.96  -0.71  1.14  0.107
H  0.72  -1.94  0.51  0.114
H  0.47  -1.80  -1.21  0.091
H  -1.39  -3.37  -1.08  0.072
H  0.01  -4.09  -0.31  0.081
H  -4.45  -6.20  -1.29  0.128
H  -2.52  -1.51  -1.27  0.132
H  -1.23  3.19  -0.91  0.107
H  -2.14  3.39  0.52  0.070
H  -3.18  4.43  -1.28  0.094
H  -2.43  2.57  -2.99  0.052
H  -3.67  3.74  -3.29  0.074
H  -4.18  2.14  -2.85  0.069
H  -5.20  4.20  -0.53  0.072
H  -4.54  3.05  0.58  0.034
H  -5.34  2.51  -0.93  0.063
H  -0.83  1.10  3.25  0.053
H  -1.46  2.61  3.25  0.028
H  -3.70  -0.31  2.51  0.059
C  6.84  -1.43  3.63  -0.143
O  5.76  -1.75  2.75  -0.146
H  7.34  -0.56  3.23  0.078
H  6.47  -1.21  4.63  0.078
H  7.55  -2.26  3.68  0.070
H  5.32  -2.53  3.11  0.069
C  6.67  -5.00  1.91  -0.157
O  5.37  -5.10  2.48  -0.129
H  6.71  -4.08  1.33  0.074
H  7.43  -4.96  2.70  0.075
H  6.88  -5.85  1.25  0.076
H  5.33  -5.91  2.99  0.074
C  -1.15  6.29  0.99  -0.146
O  -1.88  6.18  -0.23  -0.123
H  -1.52  5.52  1.66  0.069
H  -0.08  6.14  0.82  0.078
H  -1.31  7.27  1.44  0.076
H  -1.55  6.86  -0.83  0.078